Here is a molecular structure, C30H80AsF6O30S10 from OMol25. Energies are from ωB97M-V with the def2-TZVPD basis set.

Computed properties:
relative energy (zero: lowest compared OMol25 entry of this formula, charge and spin)	62.5	kJ/mol
HOMO-LUMO gap	10.52	eV
LUMO level	1.428	eV

Geometry as ORCA input:
```
! RIJCOSX wB97M-V def2-TZVPD def2/J DEFGRID3
* xyz -1 1
As -0.712 0.257 -0.265
F -2.053 -0.195 0.731
F 0.327 0.464 1.103
F 0.551 0.674 -1.384
F -1.694 0.120 -1.706
F -1.102 1.951 -0.180
F -0.324 -1.421 -0.408
O 0.832 -6.951 -1.234
S 0.944 -5.963 -0.217
O 0.273 -6.183 1.012
O 2.491 -5.760 0.124
C 3.377 -5.423 -0.959
C 4.730 -6.030 -0.720
C 0.547 -4.330 -0.801
H 3.472 -4.335 -0.985
H 2.904 -5.726 -1.894
H 4.612 -7.065 -0.405
H 5.303 -5.423 -0.018
H 5.344 -6.041 -1.623
H 0.975 -4.268 -1.800
H 1.009 -3.621 -0.139
H -0.535 -4.253 -0.831
O 2.914 -0.253 -3.501
S 3.409 -1.027 -2.425
O 2.818 -2.253 -1.967
O 4.937 -1.403 -2.820
C 5.647 -2.396 -2.025
C 7.117 -2.026 -2.163
C 3.810 0.079 -1.059
H 5.516 -3.340 -2.561
H 5.353 -2.592 -0.995
H 7.767 -2.731 -1.639
H 7.442 -1.036 -1.851
H 7.372 -2.177 -3.216
H 4.452 0.787 -1.570
H 4.376 -0.529 -0.366
H 2.858 0.444 -0.691
O -6.453 5.729 -0.871
S -6.998 4.698 -1.684
O -7.811 4.979 -2.811
O -5.792 3.798 -2.206
C -4.834 3.386 -1.242
C -4.101 2.191 -1.818
C -7.850 3.589 -0.584
H -5.182 3.126 -0.240
H -4.065 4.128 -0.996
H -3.433 1.795 -1.049
H -3.489 2.345 -2.702
H -4.816 1.378 -1.973
H -7.164 3.091 0.094
H -8.478 2.902 -1.141
H -8.480 4.181 0.082
O 4.436 2.264 0.902
S 4.511 3.434 1.712
O 4.867 4.686 1.143
O 3.114 3.686 2.434
C 2.135 2.643 2.519
C 2.351 1.828 3.783
C 5.487 3.189 3.150
H 2.145 2.011 1.634
H 1.172 3.151 2.558
H 2.677 2.506 4.581
H 3.217 1.168 3.669
H 1.491 1.316 4.201
H 5.116 2.315 3.686
H 5.369 4.023 3.838
H 6.548 3.029 2.978
O -4.997 -3.942 1.175
S -5.095 -3.464 -0.165
O -5.885 -4.148 -1.125
O -5.620 -1.952 -0.051
C -5.180 -1.231 1.132
C -5.663 0.199 0.971
C -3.508 -3.206 -0.914
H -4.090 -1.246 1.184
H -5.616 -1.741 1.989
H -5.638 0.732 1.923
H -6.714 0.116 0.682
H -5.051 0.734 0.253
H -2.761 -2.721 -0.293
H -3.592 -2.603 -1.817
H -3.293 -4.216 -1.270
O -0.600 4.441 -4.572
S 0.201 3.291 -4.850
O 0.749 3.013 -6.127
O 1.420 3.393 -3.820
C 1.182 3.647 -2.442
C 2.464 3.416 -1.678
C -0.533 1.787 -4.217
H 0.442 2.916 -2.123
H 0.845 4.635 -2.133
H 3.149 4.226 -1.921
H 2.844 2.415 -1.831
H 2.247 3.506 -0.610
H 0.261 1.047 -4.276
H -1.331 1.570 -4.923
H -0.873 1.952 -3.204
O 7.698 -2.418 0.997
S 6.945 -2.031 2.136
O 7.349 -0.881 2.873
O 5.437 -1.912 1.715
C 4.464 -1.583 2.745
C 3.182 -2.263 2.359
C 6.853 -3.434 3.230
H 4.352 -0.501 2.658
H 4.754 -1.919 3.739
H 2.571 -1.764 1.611
H 2.554 -2.299 3.253
H 3.302 -3.268 1.956
H 6.893 -3.059 4.249
H 7.734 -4.037 3.016
H 5.998 -4.090 3.086
O -0.921 -4.578 -8.468
S -1.596 -4.471 -7.225
O -1.732 -5.593 -6.366
O -0.873 -3.301 -6.398
C -1.340 -3.081 -5.066
C -0.768 -1.764 -4.541
C -3.173 -3.671 -7.520
H -0.980 -3.873 -4.399
H -2.426 -3.114 -4.952
H -1.308 -1.487 -3.637
H -0.923 -1.092 -5.385
H 0.281 -1.870 -4.277
H -2.950 -2.674 -7.884
H -3.700 -3.685 -6.573
H -3.699 -4.223 -8.293
O -1.743 7.701 1.260
S -1.438 6.319 1.244
O -0.338 5.824 2.013
O -2.778 5.514 1.623
C -2.578 4.200 2.208
C -3.969 3.833 2.698
C -1.231 5.751 -0.446
H -1.919 4.060 3.061
H -2.283 3.549 1.381
H -4.093 2.811 3.069
H -4.764 4.009 1.974
H -4.202 4.422 3.590
H -2.029 6.190 -1.036
H -1.503 4.693 -0.408
H -0.177 5.847 -0.665
O -2.172 1.833 5.048
S -1.562 0.577 5.341
O -0.425 0.561 6.215
O -2.723 -0.409 5.851
C -2.673 -0.724 7.254
C -3.058 0.405 8.204
C -1.103 -0.277 3.859
H -1.664 -1.038 7.514
H -3.412 -1.509 7.399
H -2.490 1.303 7.969
H -2.928 0.062 9.228
H -4.117 0.648 8.088
H -2.013 -0.424 3.281
H -0.727 -1.276 4.066
H -0.371 0.323 3.333
*
```

Mulliken population analysis, charges in e, atoms 1 to 2:
1. As 2.23
2. F -0.52



Here is a molecular structure, C30H80FeO34PS10 from OMol25. Energies are from ωB97M-V with the def2-TZVPD basis set.

Computed properties:
HOMO-LUMO gap (alpha / beta)	9.20 / 7.64	eV
LUMO level (alpha / beta)	0.105 / -1.401	eV
expectation value of S²	8.760

Geometry as ORCA input:
```
! RIJCOSX wB97M-V def2-TZVPD def2/J DEFGRID3
* xyz 0 6
Fe -3.977 -21.086 1.876
P -5.861 -21.826 0.085
O -5.791 -20.798 1.317
O -6.716 -23.023 0.402
O -4.310 -22.269 0.338
O -6.151 -21.015 -1.153
O 0.171 -21.534 5.559
S -0.308 -20.844 6.746
O -0.399 -21.627 7.920
O 0.710 -19.638 6.985
C 2.051 -20.075 7.026
C 2.798 -19.279 8.026
C -1.770 -19.823 6.269
H 2.464 -19.914 6.018
H 2.085 -21.096 7.273
H 3.709 -19.831 8.311
H 2.177 -19.046 8.911
H 3.173 -18.323 7.606
H -2.608 -20.423 5.906
H -1.460 -19.088 5.546
H -1.922 -19.292 7.211
O -3.383 -17.369 -2.526
S -4.812 -17.471 -2.713
O -5.648 -16.428 -3.322
O -4.952 -18.804 -3.488
C -6.334 -19.241 -3.767
C -6.150 -20.560 -4.460
C -5.573 -17.805 -1.157
H -6.741 -18.498 -4.435
H -6.867 -19.490 -2.852
H -5.433 -20.387 -5.300
H -7.122 -20.798 -4.898
H -5.761 -21.321 -3.733
H -5.456 -18.873 -0.893
H -6.618 -17.460 -1.202
H -5.043 -17.174 -0.432
O -3.635 -25.836 -1.475
S -4.144 -25.279 -2.715
O -3.976 -25.981 -3.911
O -5.730 -25.108 -2.469
C -6.554 -24.780 -3.632
C -7.745 -24.061 -3.056
C -3.494 -23.641 -3.007
H -6.792 -25.701 -4.269
H -6.103 -24.093 -4.333
H -7.585 -23.088 -2.629
H -8.332 -24.704 -2.395
H -8.560 -23.924 -3.780
H -3.838 -23.311 -3.960
H -2.443 -23.727 -3.040
H -3.750 -22.960 -2.178
O -8.462 -25.143 2.402
S -8.305 -26.232 1.452
O -8.362 -27.571 1.945
O -9.484 -25.921 0.442
C -10.075 -27.126 -0.134
C -11.207 -27.590 0.781
C -6.793 -26.075 0.574
H -9.345 -27.950 -0.163
H -10.365 -26.819 -1.132
H -10.929 -27.521 1.843
H -11.288 -28.648 0.494
H -12.170 -27.091 0.646
H -6.589 -24.989 0.533
H -6.982 -26.237 -0.508
H -6.086 -26.695 1.090
O -11.814 -21.772 -0.420
S -10.602 -20.956 -0.390
O -10.878 -19.543 -0.602
O -9.946 -20.986 1.020
C -9.663 -22.326 1.656
C -10.795 -22.708 2.652
C -9.384 -21.646 -1.359
H -8.670 -22.164 2.062
H -9.581 -23.087 0.899
H -11.793 -22.697 2.111
H -10.855 -21.939 3.455
H -10.535 -23.698 3.021
H -9.819 -21.562 -2.412
H -9.248 -22.710 -1.063
H -8.448 -21.084 -1.233
O -2.506 -19.793 1.410
S -1.523 -19.669 0.346
O -1.073 -18.320 -0.017
O -0.371 -20.772 0.648
C 0.227 -20.870 1.945
C 1.335 -21.918 1.999
C -2.046 -20.425 -1.139
H -0.605 -21.075 2.628
H 0.688 -19.935 2.158
H 1.922 -21.949 1.108
H 0.833 -22.903 2.078
H 1.990 -21.668 2.842
H -2.247 -21.458 -0.960
H -1.136 -20.399 -1.785
H -2.812 -19.885 -1.617
O -4.344 -19.394 3.237
S -4.829 -18.039 3.197
O -4.858 -17.251 4.393
O -3.873 -17.349 2.154
C -4.046 -15.895 1.752
C -3.010 -15.519 0.675
C -6.426 -17.873 2.364
H -3.942 -15.334 2.695
H -5.011 -15.961 1.262
H -2.075 -15.977 0.896
H -2.898 -14.476 0.790
H -3.375 -15.839 -0.292
H -6.305 -18.151 1.325
H -6.905 -16.940 2.666
H -7.076 -18.710 2.691
O -2.348 -22.679 2.167
S -2.369 -23.853 1.284
O -2.099 -23.643 -0.086
O -1.133 -24.611 1.857
C -0.552 -25.759 1.187
C -0.498 -26.940 2.149
C -3.741 -24.844 1.532
H 0.526 -25.517 1.075
H -0.961 -26.008 0.195
H 0.328 -27.558 1.756
H -1.428 -27.632 2.152
H -0.181 -26.596 3.119
H -3.779 -25.118 2.574
H -3.624 -25.712 0.864
H -4.568 -24.215 1.283
O -1.647 -26.176 5.308
S -2.737 -25.277 5.576
O -3.777 -25.102 4.588
O -3.504 -25.699 6.901
C -2.713 -25.861 8.150
C -3.278 -27.063 8.832
C -2.161 -23.694 5.999
H -2.731 -24.902 8.744
H -1.680 -25.963 7.807
H -2.910 -27.916 8.297
H -4.383 -27.137 8.756
H -2.950 -27.234 9.849
H -3.032 -23.023 6.013
H -1.397 -23.465 5.301
H -1.639 -23.651 6.914
O -4.571 -21.820 3.714
S -5.657 -22.070 4.606
O -5.317 -22.048 6.005
O -6.756 -20.853 4.389
C -7.670 -20.597 5.578
C -8.854 -20.035 4.966
C -6.490 -23.596 4.017
H -7.008 -19.917 6.153
H -7.906 -21.488 6.134
H -9.327 -20.752 4.266
H -8.643 -19.246 4.266
H -9.608 -19.726 5.663
H -7.374 -23.839 4.591
H -5.726 -24.327 4.248
H -6.628 -23.496 2.955
*
```

Mulliken population analysis, charges in e, atoms 1 to 2:
1. Fe -0.28
2. P -1.20



Here is 8 unconnected molecules or ions with the total composition C30H80N8O14 from OMol25. Energies are from ωB97M-V with the def2-TZVPD basis set.

Computed properties:
relative energy (zero: lowest compared OMol25 entry of this formula, charge and spin)	308.5	kJ/mol
HOMO-LUMO gap (alpha / beta)	1.59 / 8.98	eV
LUMO level (alpha / beta)	2.268 / 2.198	eV
expectation value of S²	0.751

Geometry as ORCA input:
```
! RIJCOSX wB97M-V def2-TZVPD def2/J DEFGRID3
* xyz -1 2
C 1.519 0.741 0.820
O 1.635 0.626 2.024
N 1.467 1.898 0.205
N 1.058 -0.106 -0.048
H 0.793 2.125 -0.512
H 2.011 2.618 0.660
H 0.773 -1.029 0.248
H 0.984 0.219 -1.001
C 3.033 3.332 4.289
O 3.170 4.303 4.951
N 2.407 3.296 3.167
N 3.422 2.198 4.590
H 1.812 4.112 3.139
H 1.952 2.456 2.839
H 3.907 2.255 5.474
H 3.493 1.462 3.902
C -2.318 -2.316 4.804
O -1.222 -1.766 4.100
C -1.369 -0.329 3.829
C -2.541 0.034 2.809
N -3.880 0.439 3.437
C -3.707 1.626 4.270
C -5.038 1.991 4.824
O -6.025 2.234 3.826
C -7.354 2.378 4.294
H -2.528 -2.007 5.828
H -2.065 -3.369 4.687
H -3.231 -2.056 4.268
H -0.419 -0.007 3.401
H -1.378 0.130 4.818
H -2.780 -0.778 2.122
H -2.105 0.891 2.298
H -4.494 0.848 2.747
H -3.457 2.543 3.737
H -3.074 1.612 5.157
H -4.923 2.902 5.411
H -5.457 1.219 5.471
H -7.783 1.533 4.833
H -7.903 2.649 3.393
H -7.490 3.218 4.975
C -3.362 4.809 -2.555
O -2.880 3.888 -3.498
C -1.479 3.576 -3.586
C -0.766 3.083 -2.330
N 0.688 2.735 -2.545
C 1.494 3.905 -2.802
C 2.939 3.457 -2.975
O 3.123 2.680 -4.149
C 4.515 2.292 -4.286
H -3.103 5.864 -2.638
H -3.291 4.485 -1.517
H -4.450 4.747 -2.587
H -1.094 4.503 -4.011
H -1.416 2.890 -4.430
H -1.235 2.134 -2.071
H -0.878 3.829 -1.543
H 0.773 2.303 -3.454
H 1.589 4.523 -1.910
H 1.307 4.544 -3.666
H 3.341 2.891 -2.134
H 3.525 4.376 -2.949
H 5.251 3.029 -3.966
H 4.764 2.011 -5.309
H 4.695 1.361 -3.748
C 1.328 -0.368 -3.652
O -0.037 -0.342 -4.002
C -0.427 -1.496 -4.777
C -1.879 -1.204 -5.291
N -2.303 -2.396 -6.039
C -3.550 -2.439 -6.784
C -3.964 -1.033 -7.458
O -2.870 -0.346 -8.121
C -2.671 -0.797 -9.422
H 1.652 0.428 -2.980
H 1.969 -0.205 -4.518
H 1.536 -1.370 -3.276
H -0.319 -2.440 -4.242
H 0.100 -1.601 -5.725
H -1.839 -0.280 -5.867
H -2.459 -1.068 -4.378
H -1.475 -2.700 -6.530
H -4.368 -2.802 -6.163
H -3.482 -3.244 -7.517
H -4.230 -0.336 -6.663
H -4.835 -1.210 -8.089
H -2.378 0.186 -9.793
H -3.506 -1.109 -10.049
H -1.840 -1.495 -9.518
C 1.110 -3.800 -0.719
O 1.712 -3.479 0.425
C 0.892 -3.203 1.646
C 0.626 -4.596 2.294
N 1.839 -5.425 2.486
C 1.538 -6.856 2.573
C 1.334 -7.615 1.265
O 2.506 -7.494 0.327
C 3.775 -8.057 0.680
H 0.360 -3.020 -0.855
H 0.517 -4.710 -0.633
H 1.731 -3.969 -1.599
H -0.098 -2.754 1.571
H 1.506 -2.563 2.279
H -0.084 -5.098 1.638
H 0.038 -4.470 3.203
H 2.248 -5.296 1.572
H 0.827 -7.188 3.330
H 2.485 -7.302 2.877
H 0.467 -7.346 0.661
H 1.174 -8.683 1.412
H 4.301 -8.101 -0.274
H 3.593 -9.094 0.961
H 4.336 -7.580 1.483
C 1.822 -2.597 5.276
C 1.271 -2.679 6.754
O -0.072 -2.303 6.714
O 1.763 -1.267 4.827
H 1.371 -3.292 4.568
H 2.799 -3.073 5.360
H 1.903 -2.173 7.483
H 1.282 -3.737 7.016
H -0.159 -1.750 5.934
H 1.333 -1.174 3.973
C 3.521 6.792 -0.151
C 3.271 5.866 1.000
O 2.917 4.505 0.707
O 3.692 8.166 0.229
H 2.619 6.828 -0.764
H 4.395 6.437 -0.697
H 2.520 6.168 1.730
H 4.196 5.992 1.563
H 3.267 3.990 1.438
H 4.457 8.622 -0.131
*
```

Mulliken population analysis, charges in e, atoms 1 to 2:
1. C 0.04
2. O -0.32